Computed, not measured: one molecule with the formula C11H7NO at a distorted geometry, with ωB97M-V with the def2-TZVPD basis set.

```
20
Properties=species:S:1:pos:R:3
O -2.207 -3.413 -2.496
C -1.920 -2.626 -1.580
N -1.608 -1.807 -0.680
C -0.561 -0.924 -0.671
C 0.380 -1.191 -1.711
C 1.294 -0.219 -2.003
C 1.320 1.033 -1.129
C 0.626 0.917 0.098
C 0.609 2.219 0.959
C 0.113 1.768 2.258
C -0.454 0.376 2.729
C -0.792 -0.289 1.621
C -0.281 -0.086 0.485
H 0.327 -2.037 -2.472
H 1.911 -0.217 -2.892
H 1.918 1.822 -1.376
H 1.401 3.092 0.654
H 0.245 2.580 3.016
H -0.801 0.255 3.727
H -1.520 -1.253 1.464
```

Results
Gap between HOMO and LUMO (eV): 7.4
E (a.u.): -553.1960
Highest occupied orbital energy (eV): -7.80

Computed, not measured: C11H8CoF3N3O2S3 as an isolated structure, with ωB97M-V with the def2-TZVPD basis set.

```
31
Properties=species:S:1:pos:R:3
Co -0.135 -0.231 -1.276
C 3.277 2.529 -4.206
S 3.036 3.064 -2.503
C 1.838 1.950 -1.882
S 1.182 0.703 -2.889
N 1.565 2.184 -0.633
N 0.596 1.380 -0.107
C 0.406 1.514 1.169
C -0.632 0.894 1.932
C -0.625 1.038 3.319
C -1.600 0.497 4.122
C -2.642 -0.231 3.507
C -2.676 -0.369 2.164
N -1.694 0.195 1.341
H 4.025 3.208 -4.611
H 2.358 2.614 -4.781
H 3.652 1.511 -4.249
H 1.071 2.174 1.718
H 0.195 1.596 3.747
H -1.568 0.619 5.194
H -3.421 -0.694 4.094
H -3.432 -0.923 1.632
S -2.864 -0.624 -0.972
C -1.787 0.062 0.009
F -1.103 -4.315 0.109
C -0.050 -4.137 -0.717
F 1.041 -4.594 -0.090
F -0.250 -4.881 -1.804
C 0.068 -2.636 -1.049
O -0.327 -2.218 -2.149
O 0.496 -1.883 -0.139
```

Results
Gap between HOMO and LUMO (spin up / spin down) (eV): 6.7 / 6.4
Spin multiplicity: 6
E (a.u.): -3615.6066
Highest occupied orbital energy (spin up / spin down) (eV): -7.42 / -8.48

Computed, not measured: C11H8CoNO5 as an isolated structure at a distorted geometry, with ωB97M-V with the def2-TZVPD basis set.

```
26
Properties=species:S:1:pos:R:3
O -0.012 4.662 -5.517
C -0.015 3.681 -4.914
Co -0.025 -0.527 -2.210
O -0.053 2.109 -1.033
C -0.041 1.074 -1.552
C -0.011 -2.271 -2.046
O -0.001 -3.424 -1.933
C 1.686 -0.463 -2.496
O 2.828 -0.423 -2.671
C -1.745 -0.498 -2.449
O -2.891 -0.479 -2.594
H -0.018 2.322 -4.024
N 0.125 -1.996 0.755
C 0.066 -1.055 1.744
C -1.180 -0.705 2.310
C -1.241 0.285 3.288
C -0.073 0.939 3.705
C 1.162 0.611 3.127
C 1.238 -0.378 2.149
H -0.675 -2.595 0.587
H 1.023 -2.377 0.481
H -2.078 -1.223 1.966
H -2.205 0.546 3.728
H -0.124 1.707 4.478
H 2.072 1.126 3.439
H 2.188 -0.647 1.680
```

Results
Gap between HOMO and LUMO (spin up / spin down) (eV): 6.1 / 6.9
Spin multiplicity: 5
E (a.u.): -2236.8420
Net charge: +2
Highest occupied orbital energy (spin up / spin down) (eV): -13.43 / -17.32

It is found that the energy above the lowest of the compared OMol25 structures with the same formula, charge and spin values, taken in the order of the records, are 107.7, 0.0, 0.0 kcal per mole.